No. 1
The following is a DFT calculation (the ωB97M-V functional and the def2-TZVPD basis) of 2 unconnected molecules or ions with the total composition C5H8O2.

Structure (XYZ):
```
15
C5H8O2 (the ωB97M-V functional and the def2-TZVPD basis)
O 0.96 -0.09 -1.56
C -0.50 0.01 0.56
C 0.53 0.03 1.39
C 1.98 -0.25 -0.69
O 2.76 0.62 -0.39
C -1.60 -0.76 0.00
C -1.59 0.77 -0.05
H 0.92 0.87 -1.73
H 1.03 0.95 1.66
H 0.92 -0.89 1.80
H 2.03 -1.29 -0.35
H -2.23 -1.28 0.72
H -1.50 -1.26 -0.96
H -1.52 1.22 -1.05
H -2.19 1.34 0.65
```

Summary:
total energy: -345.713760 Eh
multiplicity: 1
SMILES: C=C1CC1.O=CO
frontier orbital gap: 10.45 eV
lowest unoccupied orbital energy: 0.90 eV

---

No. 2
The following is a DFT calculation (the ωB97M-V functional and the def2-TZVPD basis) of a single C5H8O2 molecule.

Structure (XYZ):
```
15
C5H8O2 (the ωB97M-V functional and the def2-TZVPD basis)
C 0.87 0.07 0.98
O 1.83 0.42 -0.04
C 1.55 -0.02 -1.28
C -0.86 1.29 -0.30
C -0.47 0.17 0.30
C -1.32 -1.05 0.42
O 0.93 -1.00 -1.60
H 1.03 0.81 1.77
H 1.07 -0.93 1.39
H 1.94 0.73 -1.98
H -1.73 1.29 -0.94
H -0.27 2.21 -0.22
H -1.61 -0.97 1.46
H -0.77 -1.99 0.27
H -2.20 -1.03 -0.23
```

Summary:
total energy: -345.754764 Eh
multiplicity: 1
SMILES: C=C(C)COC=O
frontier orbital gap: 10.42 eV
lowest unoccupied orbital energy: 0.94 eV

---

No. 3
The following is a DFT calculation (the ωB97M-V functional and the def2-TZVPD basis) of a single C5H8O2 molecule.

Structure (XYZ):
```
15
C5H8O2 (the ωB97M-V functional and the def2-TZVPD basis)
O 2.30 0.33 -0.38
C 1.13 0.32 0.41
C 0.00 1.23 -0.11
C -0.96 0.05 0.12
O -2.14 0.12 0.84
C -0.62 -1.04 -0.85
C 0.19 -0.89 0.41
H 2.94 -0.26 0.05
H 1.36 0.58 1.45
H -0.18 2.11 0.50
H 0.12 1.50 -1.16
H -2.85 0.36 0.24
H -1.28 -1.90 -0.82
H -0.23 -0.80 -1.84
H 0.23 -1.70 1.14
```

Summary:
total energy: -345.725875 Eh
multiplicity: 1
SMILES: O[C@H]1C[C@@]2(O)C[C@@H]12
frontier orbital gap: 10.39 eV
lowest unoccupied orbital energy: 0.84 eV

---

No. 4
The following is a DFT calculation (the ωB97M-V functional and the def2-TZVPD basis) of a single C5H8O2 molecule.

Structure (XYZ):
```
15
C5H8O2 (the ωB97M-V functional and the def2-TZVPD basis)
O 0.57 -1.41 -1.44
C 0.62 0.00 -1.44
C 0.09 0.59 -0.15
C 0.79 0.24 1.20
C -0.61 0.02 1.78
O -1.05 0.00 2.89
C -1.24 -0.01 0.39
H -0.03 -1.56 -2.17
H 1.65 0.33 -1.65
H -0.02 0.36 -2.25
H 0.01 1.67 -0.29
H 1.34 -0.70 1.15
H 1.41 1.01 1.67
H -1.35 -1.05 0.06
H -2.17 0.53 0.25
```

Summary:
total energy: -345.758023 Eh
multiplicity: 1
SMILES: O=C1CC(CO)C1
frontier orbital gap: 10.15 eV
lowest unoccupied orbital energy: 0.68 eV

---

No. 5
The following is a DFT calculation (the ωB97M-V functional and the def2-TZVPD basis) of 3 unconnected molecules or ions with the total composition C5H8O2.

Structure (XYZ):
```
15
C5H8O2 (the ωB97M-V functional and the def2-TZVPD basis)
C -1.81 0.07 0.90
C -1.77 -0.43 -0.51
O 0.00 1.43 -1.45
C 1.00 1.62 -0.80
C 1.95 -0.83 0.17
O 1.30 -1.31 1.05
C -1.40 -1.28 0.38
H -1.05 0.78 1.25
H -2.77 0.18 1.41
H -1.96 -0.18 -1.54
H 0.97 1.90 0.27
H 2.01 1.50 -1.25
H 1.80 -1.09 -0.90
H 2.76 -0.10 0.37
H -1.03 -2.25 0.66
```

Summary:
total energy: -345.619737 Eh
multiplicity: 1
SMILES: C1=CC1.C=O.C=O
frontier orbital gap: 8.98 eV
lowest unoccupied orbital energy: 0.01 eV

---

No. 6
The following is a DFT calculation (the ωB97M-V functional and the def2-TZVPD basis) of a single C5H8O2 molecule at a distorted geometry.

Structure (XYZ):
```
15
C5H8O2 (the ωB97M-V functional and the def2-TZVPD basis)
C -1.60 0.19 0.59
C -0.97 -0.07 -0.71
O -0.07 0.93 -1.14
C 1.08 1.01 -0.32
C 1.54 -0.43 -0.16
O 0.82 -0.92 0.94
C -0.55 -0.90 0.65
H -1.64 1.17 1.04
H -2.53 -0.37 0.63
H -1.54 -0.36 -1.60
H 0.80 1.37 0.69
H 1.78 1.74 -0.74
H 1.21 -0.95 -1.08
H 2.60 -0.64 0.00
H -0.93 -1.77 1.20
```

Summary:
total energy: -345.677062 Eh
multiplicity: 1
SMILES: C1CO[C@@H]2C[C@@H]2O1
frontier orbital gap: 10.21 eV
lowest unoccupied orbital energy: 1.08 eV